Entry 1:
C10H15CaClN5O4 as an isolated structure, computed with ωB97M-V/def2-TZVPD.

**Calculated total energy**: -57204.067 eV
**Maximum force**: 4.22 eV/A
**Energy above the lowest of the compared OMol25 structures with the same formula, charge and spin**: 110.6 kJ/mol
**Orbital gap**: 9.2 eV
**Lowest unoccupied orbital energy**: -0.0958 hartree
**Total charge**: +1

The geometry in XYZ format:
```
36
Properties=species:S:1:pos:R:3:forces:R:3
Ca 17.75083 18.68068 17.82746 1.5 0.2 -0.7
Cl 19.60569 20.72980 16.21054 1.9 -0.7 -3.5
O 18.42315 19.97867 15.77622 -1.2 -0.7 -0.7
O 19.57857 22.05459 15.63035 0.1 -1.5 1.0
O 19.47794 20.67723 17.60477 -0.4 0.9 4.1
O 20.80653 19.96717 15.87100 -1.3 1.3 -0.2
C 18.97991 14.06604 16.82743 0.3 0.4 -0.7
C 19.06133 15.51317 16.68544 -0.4 1.5 0.4
N 19.08462 16.66086 16.54247 -0.1 -1.1 0.4
H 18.01776 13.71049 17.19614 0.1 0.3 0.1
H 19.80529 13.71431 17.44640 -0.1 -0.2 -0.2
H 19.09333 13.77322 15.78364 0.1 -0.8 0.1
C 21.45765 16.02805 19.58814 -0.7 0.8 -0.3
C 20.55329 17.20861 19.45533 0.5 0.3 0.8
N 19.88125 18.13072 19.29144 0.1 -0.9 0.0
H 20.87200 15.25445 19.09150 0.7 -0.3 -0.3
H 21.72107 15.65670 20.57850 -0.6 0.6 0.3
H 22.40958 16.30314 19.13399 -0.2 -0.3 -0.5
C 15.14634 20.98946 21.47665 0.4 -0.3 -0.3
C 16.05024 20.25664 20.57146 0.9 0.0 -1.2
N 16.76172 19.71695 19.83004 -1.4 0.8 1.2
H 15.57331 20.91780 22.47698 -0.4 -0.2 0.1
H 14.15391 20.55594 21.35316 0.0 -0.1 0.5
H 15.05665 22.05310 21.25592 0.3 -0.1 -0.4
C 14.85767 16.94450 14.12001 -0.1 1.4 0.2
C 15.55834 17.09804 15.43114 0.4 -0.6 0.2
N 16.13398 17.25996 16.42605 -1.0 0.2 -1.5
H 14.47705 15.99526 13.74296 0.5 -0.3 0.8
H 15.45231 17.42179 13.34110 0.4 -0.3 0.1
H 14.00344 17.62017 14.16311 -0.2 -0.1 0.2
C 15.94054 15.51795 21.08150 -1.2 -0.8 1.4
C 16.60491 16.14991 20.03156 1.1 0.6 -0.8
N 17.15759 16.68255 19.19018 0.2 0.4 -0.6
H 15.85271 16.18670 21.93775 0.0 0.0 0.0
H 16.46024 14.61501 21.40200 -0.1 0.0 -0.1
H 14.93873 15.29716 20.71309 -0.1 -0.3 0.3
```
Positions in Å, forces in eV/Å.



Entry 2:
C10H15ClFFeIr as an isolated structure, computed with ωB97M-V/def2-TZVPD.

**Calculated total energy**: -63070.006 eV
**2S+1**: 10
**Maximum force**: 3.48 eV/A
**Energy above the lowest of the compared OMol25 structures with the same formula, charge and spin**: 312.6 kJ/mol
**Orbital gap (alpha / beta)**: 3.8 / 6.0 eV
**Lowest unoccupied orbital energy (alpha / beta)**: 0.1048 / 0.0299 hartree
**Total charge**: -1

The geometry in XYZ format:
```
29
Properties=species:S:1:pos:R:3:forces:R:3
Ir 0.06249 1.47726 -0.68045 -1.2 -0.6 1.1
Cl 2.15036 2.51531 -1.37250 -0.3 -0.2 -0.5
C 0.12105 2.88263 0.73880 -0.1 1.8 1.2
H -0.41691 2.64296 1.66567 0.2 0.2 -0.3
H -0.32287 3.77215 0.25149 0.2 0.0 0.5
H 1.19790 3.06339 0.91634 -0.6 0.0 0.1
Fe -1.95315 -0.30502 -0.71301 0.7 -1.2 0.3
C -1.59693 -2.29617 -0.85994 -0.1 -0.4 0.1
C -1.75756 0.97619 -2.18342 -0.9 -0.1 -2.4
C -2.03027 1.13615 0.49962 1.0 1.3 0.9
H -2.69460 1.56803 -2.21218 0.6 0.0 0.2
H -0.92042 1.71725 -2.26139 0.0 0.6 -0.8
H -1.73348 0.39564 -3.12439 0.3 0.3 0.1
H -2.54971 -2.81817 -0.66881 0.2 -0.1 0.0
H -1.24556 -2.59887 -1.86156 -0.1 0.2 0.2
H -0.85581 -2.67229 -0.13471 -0.2 0.2 -0.1
H -2.54352 2.10475 0.29058 0.3 -0.8 0.3
H -1.80364 1.00157 1.58037 -0.2 0.3 -0.7
F 2.92276 -3.20935 2.03678 -0.4 1.1 -0.5
C 2.30133 -2.13881 1.42084 1.0 -1.7 -2.9
C 2.45547 -1.95999 0.04566 1.2 -1.3 1.8
C 1.76967 -0.89803 -0.56596 0.8 -1.2 -1.8
C 0.93949 -0.08209 0.22049 -1.5 0.8 1.2
C 0.76508 -0.29281 1.58777 0.3 0.5 -0.8
C 1.38259 -1.41292 2.17269 -1.1 0.7 2.6
H 3.11821 -2.62220 -0.50838 -0.1 0.1 0.2
H 1.87513 -0.70399 -1.63091 0.1 -0.1 0.3
H 0.18477 0.43833 2.14406 0.0 -0.4 0.1
H 1.17811 -1.68088 3.20644 0.2 -0.1 -0.2
```
Positions in Å, forces in eV/Å.



Entry 3:
A 2-piece molecular cluster, C10H15ClN overall, computed with ωB97M-V/def2-TZVPD.

**Calculated total energy**: -24615.341 eV
**Maximum force**: 5.94 eV/A
**Energy above the lowest of the compared OMol25 structures with the same formula, charge and spin**: 318.7 kJ/mol
**Orbital gap (alpha / beta)**: 7.1 / 7.6 eV
**Lowest unoccupied orbital energy (alpha / beta)**: -0.1483 / -0.1654 hartree
**Total charge**: +1

The geometry in XYZ format:
```
27
Properties=species:S:1:pos:R:3:forces:R:3
C 0.32722 -2.54381 2.01766 1.6 -0.8 0.6
C 0.65278 -2.88096 0.67016 1.4 -0.7 4.0
C -0.53359 -1.49202 2.24533 -0.3 -0.1 1.8
C 0.14504 -2.20475 -0.34413 -1.6 1.0 -2.2
C -1.23695 -0.91912 1.23089 0.0 0.4 -1.7
C -0.86147 -1.18606 -0.11705 0.2 -1.6 2.0
C 1.36245 0.81541 0.24050 -0.4 0.8 0.0
C 0.75542 2.05995 -2.03693 3.7 2.0 4.2
C -1.34947 -0.46812 -1.16062 0.3 1.5 -3.3
C 0.39652 1.52835 -0.66851 1.3 -0.5 -0.4
N -0.71391 2.25874 -0.03553 0.9 0.5 -1.2
Cl -2.68853 0.63764 -1.20884 -0.5 -0.7 0.3
H 0.90000 -3.11943 2.84395 -1.3 1.3 -1.4
H 1.49305 -3.56461 0.68541 -0.3 -0.4 -1.1
H -0.69233 -1.04127 3.22706 0.0 -0.7 0.0
H 0.38044 -2.55364 -1.34828 0.0 0.6 0.0
H -2.04344 -0.22049 1.42956 0.1 0.1 0.1
H 0.91006 0.22864 1.01577 -0.8 0.8 1.2
H 2.24448 1.36000 0.62895 -0.5 0.0 -0.3
H 1.66525 -0.06824 -0.23162 1.3 -1.0 -1.7
H -0.08645 2.28219 -2.53260 -2.9 0.5 -2.5
H 1.53662 1.50955 -2.50309 0.0 -0.9 -0.7
H 1.32564 3.09941 -1.89766 -1.2 -1.6 -0.1
H -1.02920 -0.63338 -2.20788 -0.1 -0.2 0.9
H -1.39219 2.31396 -0.85658 0.2 0.2 1.7
H -0.42524 3.26101 0.25316 -0.8 -2.0 0.2
H -1.04220 1.54105 0.66094 -0.2 1.6 0.0
```
Positions in Å, forces in eV/Å.